1.
DFT (wB97M-V/def2-TZVPD) results for a molecular structure, C4H9NO2 at a distorted geometry.

```
16
Properties=species:S:1:pos:R:3:forces:R:3
C 1.1356 0.3496 0.8946 3.10 -1.79 -0.17
C 0.1001 0.9025 -0.2330 4.07 -1.20 2.11
C 0.6333 0.6270 -1.5621 0.94 0.03 -2.60
C -1.0125 0.1480 0.1917 -6.04 -2.43 -0.43
H 2.3711 0.4239 0.8301 -3.28 0.99 -0.20
H 1.1197 -0.8038 0.7488 0.17 2.18 0.35
H 0.8294 0.4912 1.9551 0.16 0.25 -0.77
H -0.1429 1.9327 -0.1847 -0.01 1.06 0.70
H -0.0930 1.5088 -2.1994 2.83 -3.05 0.71
H 1.9433 0.9551 -1.3287 -4.13 -1.17 -1.99
H 0.3655 -0.6542 -1.9029 1.30 4.33 0.76
H -2.0137 -0.0026 -0.5770 2.83 1.07 2.10
H -1.2619 0.5893 1.1529 -0.99 -0.47 0.15
N -1.5844 -1.9292 1.0909 -1.44 -6.79 -2.02
O -0.6530 -1.2799 0.4031 -1.31 -1.30 -0.71
O -1.7367 -3.2585 0.7205 1.81 8.29 1.99
```
Forces are in eV/Å.

## Properties
- M (g mol⁻¹) = 103.12
- largest force on an atom (eV Å⁻¹) = 8.7
- E_LUMO (eV) = -0.69
- highest occupied orbital energy (eV) = -10.45
- ΔE to the lowest compared entry with this formula, charge and spin (eV) = 9.754

2.
DFT (wB97M-V/def2-TZVPD) results for a single C4H9NO2 molecule at a distorted geometry.

```
16
Properties=species:S:1:pos:R:3:forces:R:3
C 2.3062 0.8416 -0.1295 -0.01 -0.36 0.26
N 1.2060 0.2450 -0.2395 0.56 -0.40 -0.34
C 0.8399 -0.8827 0.6317 1.53 0.40 -0.74
O 0.7033 -2.0246 -0.1788 -0.20 0.00 0.27
O -0.2750 -0.4849 1.2793 -1.49 2.55 -1.97
C -1.0675 0.7549 0.3066 -0.88 -1.46 2.42
C -1.9820 0.0469 -0.6561 0.28 -0.10 0.25
H 3.1015 0.5163 0.5452 0.01 0.03 0.15
H 2.4861 1.7328 -0.7219 0.08 0.00 -0.17
H 1.6474 -1.1068 1.3503 -0.20 -0.10 -0.11
H -0.1730 -1.9868 -0.5818 0.08 0.02 0.01
H -1.5611 1.1040 1.2068 -0.46 0.02 -0.13
H -0.5706 1.6170 -0.1325 0.72 -0.70 0.22
H -2.7674 0.7415 -0.9674 0.06 -0.03 -0.07
H -1.4455 -0.3041 -1.5364 0.02 0.13 -0.11
H -2.4482 -0.8099 -0.1760 -0.11 0.01 0.05
```
Forces are in eV/Å.

## Properties
- M (g mol⁻¹) = 103.12
- SMILES = C=N[C@H](O)OCC
- largest force on an atom (eV Å⁻¹) = 3.5
- E_LUMO (eV) = 0.94
- highest occupied orbital energy (eV) = -9.70
- ΔE to the lowest compared entry with this formula, charge and spin (eV) = 3.596

3.
DFT (wB97M-V/def2-TZVPD) results for 2 unconnected molecules or ions with the total composition C4H9NO2 at a distorted geometry.

```
16
Properties=species:S:1:pos:R:3:forces:R:3
H 1.9181 2.3721 0.7474 -0.20 -0.13 -0.04
N 2.3698 1.5682 0.2935 -0.11 -0.40 0.21
C 1.5250 0.7253 -0.1063 -1.80 1.68 -0.77
C -0.2098 1.1976 -0.1893 3.62 1.02 -1.28
C -0.8854 0.6318 -1.3952 -0.87 -0.61 0.47
O -0.4550 2.2308 0.3543 -0.40 -0.68 0.36
H 1.8633 -0.1097 -0.7245 -0.07 -0.28 0.19
H -1.7334 0.0441 -1.0388 -0.18 0.15 -0.12
H -1.2537 1.4449 -2.0181 0.09 -0.01 -0.01
H -0.2751 -0.0683 -1.9586 0.29 0.17 0.00
C -0.6767 -2.0052 0.9884 0.15 -0.27 0.32
O -0.4651 -0.6130 1.1139 3.16 1.20 0.08
H 0.1240 -2.5285 0.4545 -0.11 0.13 -0.01
H -0.7876 -2.4497 1.9814 0.16 -0.06 0.00
H -1.6274 -2.1744 0.4798 0.08 0.13 -0.19
H 0.5690 -0.2659 1.0177 -3.80 -2.03 0.77
```
Forces are in eV/Å.

## Properties
- M (g mol⁻¹) = 103.12
- SMILES = [H]/N=C\C(C)=O.CO
- largest force on an atom (eV Å⁻¹) = 4.4
- E_LUMO (eV) = 0.45
- highest occupied orbital energy (eV) = -9.17
- ΔE to the lowest compared entry with this formula, charge and spin (eV) = 3.930

4.
DFT (wB97M-V/def2-TZVPD) results for 2 unconnected molecules or ions with the total composition C4H9NO2.

```
16
Properties=species:S:1:pos:R:3:forces:R:3
C 1.9636 0.0424 -0.6420 0.15 -0.14 -0.15
O 1.2063 1.0424 0.0525 -0.07 0.00 0.11
C 0.3811 0.5742 0.9921 -0.12 -0.15 0.18
C -0.4141 1.6743 1.6481 0.00 0.02 0.05
O 0.2857 -0.5980 1.2819 0.09 0.40 -0.07
H 2.6482 0.5946 -1.2867 -0.10 -0.10 0.09
H 2.5182 -0.5709 0.0726 -0.06 0.08 -0.11
H 1.2872 -0.5840 -1.2296 0.13 0.10 0.11
H 0.0399 2.6528 1.4856 -0.06 -0.14 0.00
H -1.4260 1.6793 1.2300 0.15 -0.03 0.02
H -0.4925 1.4601 2.7160 0.00 0.03 -0.15
C -1.6683 -1.6976 -0.8879 0.12 0.08 -0.06
N -0.9800 -1.1442 -1.7998 -0.34 -0.20 0.11
H -1.2981 -1.6565 0.1377 -0.06 -0.04 -0.14
H -2.6199 -2.2161 -1.0598 0.13 0.07 -0.06
H -1.4313 -1.2527 -2.7108 0.03 0.02 0.08
```
Forces are in eV/Å.

## Properties
- M (g mol⁻¹) = 103.12
- SMILES = COC(C)=O.C=N
- largest force on an atom (eV Å⁻¹) = 0.4
- E_LUMO (eV) = 1.05
- highest occupied orbital energy (eV) = -10.13
- ΔE to the lowest compared entry with this formula, charge and spin (eV) = 1.673

5.
DFT (wB97M-V/def2-TZVPD) results for a single C4H9NO2 molecule.

```
16
Properties=species:S:1:pos:R:3:forces:R:3
C -0.5609 1.8780 -0.7239 0.02 0.06 -0.02
C -0.2926 0.3982 -0.4939 -0.15 0.12 0.26
O 0.4243 -0.1917 -1.5811 -0.14 0.00 -0.26
C 0.5560 0.1545 0.7543 -0.02 0.08 0.09
C 0.3109 -1.1873 1.4290 0.05 -0.02 0.06
N 0.1622 -2.2346 0.5703 0.05 -0.04 0.06
O 0.2386 -1.3057 2.6397 0.02 0.00 -0.35
H 0.3746 2.4435 -0.7857 -0.09 -0.09 0.00
H -1.1582 2.2791 0.1021 0.10 -0.05 -0.12
H -1.1273 2.0372 -1.6497 0.10 -0.04 0.12
H -1.2575 -0.1197 -0.3809 0.12 0.07 0.00
H -0.0640 -0.0117 -2.3951 0.11 -0.08 0.11
H 1.6099 0.2158 0.4532 -0.13 0.00 0.08
H 0.3806 0.9212 1.5119 -0.02 -0.10 -0.10
H 0.0576 -3.1558 0.9663 0.03 0.12 -0.08
H 0.3458 -2.1208 -0.4166 -0.03 -0.01 0.17
```
Forces are in eV/Å.

## Properties
- M (g mol⁻¹) = 103.12
- SMILES = C[C@@H](O)CC(N)=O
- largest force on an atom (eV Å⁻¹) = 0.3
- E_LUMO (eV) = 0.69
- highest occupied orbital energy (eV) = -9.64
- ΔE to the lowest compared entry with this formula, charge and spin (eV) = 0.379

6.
DFT (wB97M-V/def2-TZVPD) results for a single C4H9NO2 molecule.

```
16
Properties=species:S:1:pos:R:3:forces:R:3
C -1.2560 1.3825 -0.2483 -0.16 0.16 -0.01
C -0.2703 0.2811 0.0248 -0.11 0.06 -0.14
C -0.7547 -1.1321 -0.0110 -0.04 0.03 -0.23
O -0.5650 -1.8359 1.2442 -0.02 0.15 0.19
N 0.9622 0.5256 -0.6381 0.19 -0.05 0.16
C 2.0861 0.0026 -0.2408 -0.09 -0.07 -0.05
O 2.1135 -0.7844 0.8088 -0.04 0.15 -0.13
H -0.9151 2.3508 0.1422 -0.07 -0.16 -0.08
H -2.2025 1.1667 0.2579 0.13 0.03 -0.10
H -1.4927 1.5263 -1.3225 0.02 -0.01 0.10
H 1.1955 -0.7879 1.2036 0.13 -0.12 -0.06
H -1.8266 -1.1550 -0.2679 0.20 0.01 0.11
H -0.2324 -1.7631 -0.7441 -0.01 0.15 0.07
H -0.8820 -1.2115 1.9130 0.05 -0.18 -0.04
H 1.0107 1.2149 -1.3895 0.01 -0.13 0.13
H 3.0291 0.2192 -0.7323 -0.21 -0.04 0.09
```
Forces are in eV/Å.

## Properties
- M (g mol⁻¹) = 103.12
- largest force on an atom (eV Å⁻¹) = 0.3
- E_LUMO (eV) = 0.74
- highest occupied orbital energy (eV) = -6.64
- ΔE to the lowest compared entry with this formula, charge and spin (eV) = 3.483

Respective frontier orbital gap values: 9.8, 10.6, 9.6, 11.2, 10.3, 7.4 eV.